{"formula": "C8H14N2O4", "method": "ωB97M-V/def2-TZVPD", "symbols": ["C", "C", "C", "C", "C", "C", "C", "C", "H", "H", "H", "H", "H", "H", "H", "H", "H", "H", "H", "H", "H", "H", "N", "N", "O", "O", "O", "O"], "coordinates": [[1.89, 0.98, 0.40], [0.45, 1.53, 0.14], [2.42, 0.31, -0.90], [-0.72, -0.62, 0.58], [0.01, -1.84, -0.14], [-2.26, -0.91, 0.65], [-2.99, 0.09, -0.29], [-1.95, 1.23, -0.60], [2.03, 0.11, 2.32], [1.78, -0.99, 0.95], [2.56, 1.86, 0.72], [2.65, 1.03, -1.71], [1.70, -0.42, -1.20], [3.58, -0.53, 0.22], [-0.28, -0.59, 1.58], [-2.45, -1.93, 0.50], [-2.58, -0.94, 1.71], [-3.28, -0.40, -1.16], [-3.93, 0.55, 0.07], [-2.09, 2.29, -0.14], [-1.74, 1.43, -1.69], [-0.62, -0.89, -1.61], [1.99, -0.11, 1.29], [-0.72, 0.74, 0.06], [0.27, 2.74, -0.05], [3.69, -0.36, -0.70], [0.79, -2.54, 0.45], [-0.20, -1.80, -1.47]], "e_above_lowest_kj_mol": 240.1, "gap_ev": 9.73, "charge": 0, "lumo_energy_ha": 0.015}

{"formula": "C13H21N5O4", "method": "ωB97M-V/def2-TZVPD", "symbols": ["O", "O", "O", "N", "O", "C", "C", "C", "C", "C", "C", "N", "N", "N", "N", "C", "C", "C", "C", "C", "C", "C", "H", "H", "H", "H", "H", "H", "H", "H", "H", "H", "H", "H", "H", "H", "H", "H", "H", "H", "H", "H", "H"], "coordinates": [[-2.28, 1.68, 0.08], [-0.10, -0.44, 2.51], [-0.71, -3.91, -0.72], [1.72, 4.53, 0.45], [2.49, -2.51, -1.23], [-1.30, 2.25, -0.37], [0.34, 0.00, 1.41], [-0.56, -2.79, -0.23], [1.49, 5.69, 0.99], [1.61, 4.17, 2.66], [1.89, 3.61, 1.48], [1.43, 5.53, 2.37], [-1.59, -1.95, -0.38], [-0.03, 2.09, -0.03], [0.74, -0.85, 0.38], [-1.53, 3.16, -1.50], [-2.89, -2.28, -1.12], [1.83, 2.12, 1.50], [2.19, -4.55, 0.00], [0.41, 1.52, 1.25], [0.77, -2.37, 0.55], [2.08, -3.00, 0.08], [2.02, -3.02, -1.89], [1.39, 6.64, 0.44], [1.51, 3.74, 3.67], [1.29, 6.19, 3.08], [-1.54, -1.03, 0.04], [0.55, 2.74, -0.50], [1.09, -0.58, -0.52], [-0.98, 2.90, -2.28], [-1.22, 4.15, -1.21], [-2.59, 3.22, -1.86], [-3.39, -3.19, -0.81], [-3.53, -1.44, -0.80], [-2.72, -2.18, -2.26], [2.55, 1.94, 0.67], [2.14, 1.68, 2.44], [1.61, -4.78, -0.83], [1.75, -4.97, 0.86], [3.18, -4.90, -0.04], [-0.26, 1.93, 2.08], [0.53, -2.69, 1.52], [2.89, -2.72, 0.76]], "e_above_lowest_kj_mol": 230.6, "gap_ev": 9.67, "charge": 0, "lumo_energy_ha": 0.022}

{"formula": "C6H14N2O", "method": "ωB97M-V/def2-TZVPD", "symbols": ["C", "C", "C", "C", "C", "N", "C", "O", "N", "H", "H", "H", "H", "H", "H", "H", "H", "H", "H", "H", "H", "H", "H"], "coordinates": [[-0.04, 0.97, -0.25], [0.44, -2.85, 0.64], [1.06, 1.98, -0.53], [-0.84, 1.44, 0.98], [-0.95, 0.84, -1.47], [-0.10, -1.42, 0.59], [0.65, -0.45, 0.00], [-1.51, -1.41, 0.48], [1.87, -0.55, -0.31], [-1.85, -1.35, 1.39], [2.29, -1.47, -0.19], [1.35, -2.89, 1.23], [0.62, -3.23, -0.37], [-0.33, -3.45, 1.13], [1.67, 1.66, -1.37], [1.70, 2.10, 0.33], [0.62, 2.95, -0.78], [-0.25, 1.31, 1.88], [-1.09, 2.49, 0.87], [-1.78, 0.90, 1.08], [-1.43, 1.80, -1.68], [-0.36, 0.55, -2.34], [-1.73, 0.10, -1.31]], "e_above_lowest_kj_mol": 273.5, "gap_ev": 9.58, "charge": 0, "lumo_energy_ha": 0.023}

{"formula": "C6H3N2OP", "method": "ωB97M-V/def2-TZVPD", "symbols": ["C", "C", "C", "C", "C", "C", "N", "N", "O", "P", "H", "H", "H"], "coordinates": [[1.70, 0.50, -0.02], [0.64, 1.44, 0.02], [1.44, -0.83, -0.16], [-0.63, 1.05, 0.18], [0.02, -3.13, 0.14], [-3.00, 1.53, 0.05], [-1.80, 1.60, -0.02], [0.15, -4.26, 0.26], [-4.15, 1.66, 0.00], [-0.23, -1.35, -0.37], [2.72, 0.86, 0.03], [0.89, 2.50, 0.04], [2.24, -1.56, -0.16]], "gap_ev": [6.58, 6.58], "charge": 0, "lumo_energy_ha": [-0.069, -0.069]}

{"formula": "C27H39AuN6O2S2", "method": "ωB97M-V/def2-TZVPD", "symbols": ["Au", "C", "N", "C", "C", "N", "C", "S", "H", "H", "H", "H", "H", "H", "C", "N", "C", "N", "S", "H", "H", "H", "H", "H", "H", "C", "C", "C", "C", "C", "C", "C", "O", "C", "C", "C", "H", "H", "H", "H", "H", "H", "H", "H", "H", "H", "H", "H", "C", "C", "C", "C", "O", "H", "H", "H", "H", "H", "H", "H", "H", "H", "N", "C", "N", "C", "C", "C", "C", "C", "C", "H", "H", "H", "H", "H", "H"], "coordinates": [[0.83, 0.43, 0.96], [4.04, 2.69, -1.74], [3.38, 1.47, -2.19], [3.15, 1.13, -3.50], [2.56, -0.09, -3.51], [2.45, -0.47, -2.20], [2.96, 0.48, -1.40], [3.11, 0.36, 0.31], [4.13, 3.36, -2.59], [5.03, 2.46, -1.35], [3.44, 3.16, -0.96], [3.43, 1.78, -4.31], [2.22, -0.70, -4.32], [2.08, -1.34, -1.85], [-2.84, 3.33, 1.63], [-1.53, 2.90, 1.17], [-0.39, 3.32, 1.65], [-0.34, 4.24, 2.62], [1.15, 2.76, 1.02], [-3.57, 3.06, 0.88], [-2.87, 4.41, 1.75], [-3.10, 2.85, 2.58], [-1.48, 2.15, 0.49], [-1.17, 4.70, 2.96], [0.55, 4.58, 2.92], [-0.54, -1.39, -6.69], [-0.76, -1.10, -5.24], [-0.35, 0.10, -4.68], [-0.55, 0.39, -3.34], [-0.10, 1.73, -2.83], [-1.19, -0.57, -2.53], [-1.41, -0.36, -1.13], [-1.09, 0.64, -0.48], [-1.64, -1.80, -3.09], [-2.38, -2.84, -2.30], [-1.41, -2.04, -4.43], [-0.07, -0.56, -7.21], [-1.49, -1.61, -7.19], [0.09, -2.28, -6.82], [0.13, 0.84, -5.32], [0.41, 2.28, -3.62], [0.57, 1.64, -1.97], [-0.95, 2.32, -2.50], [-1.91, -1.17, -0.58], [-1.81, -3.19, -1.45], [-2.60, -3.70, -2.93], [-3.33, -2.46, -1.93], [-1.75, -2.97, -4.87], [-0.38, -2.81, 2.19], [0.87, -2.61, 1.33], [1.04, -3.78, 0.36], [2.11, -2.50, 2.20], [0.70, -1.49, 0.47], [-0.36, -3.77, 2.70], [-1.27, -2.78, 1.56], [-0.46, -2.03, 2.94], [1.07, -4.73, 0.90], [1.98, -3.68, -0.19], [0.22, -3.82, -0.36], [2.30, -3.44, 2.71], [1.99, -1.73, 2.96], [2.98, -2.26, 1.59], [0.83, 0.60, 5.35], [1.37, 0.60, 4.12], [0.46, 0.52, 3.18], [-0.76, 0.45, 3.83], [-2.05, 0.32, 3.32], [-3.09, 0.27, 4.23], [-2.85, 0.34, 5.61], [-1.58, 0.45, 6.13], [-0.54, 0.50, 5.21], [1.35, 0.64, 6.21], [2.43, 0.67, 3.95], [-2.22, 0.24, 2.25], [-4.10, 0.16, 3.87], [-3.69, 0.28, 6.29], [-1.41, 0.48, 7.20]], "e_above_lowest_kj_mol": 0.0, "gap_ev": 6.62, "charge": 2, "lumo_energy_ha": -0.266}

{"formula": "C5H30NO12", "method": "ωB97M-V/def2-TZVPD", "symbols": ["C", "C", "N", "C", "C", "C", "O", "O", "H", "H", "H", "H", "H", "H", "H", "H", "H", "H", "H", "H", "O", "H", "H", "O", "H", "H", "O", "H", "H", "O", "H", "H", "O", "H", "H", "O", "H", "H", "O", "H", "H", "O", "H", "H", "O", "H", "H", "O"], "coordinates": [[0.69, -1.74, -2.10], [0.44, -0.28, -1.45], [-0.31, 0.69, -1.79], [0.44, 3.13, -1.29], [-0.49, 1.96, -1.02], [-2.00, 2.24, -1.11], [-2.68, 1.46, -0.09], [1.10, -0.37, -0.29], [-0.17, -2.40, -1.94], [1.70, -1.97, -1.71], [0.93, -1.49, -3.16], [-2.14, 0.71, 0.17], [0.74, 3.70, -0.42], [0.12, 3.89, -2.00], [1.32, 2.69, -1.77], [-0.27, 1.58, 0.01], [-2.17, 3.23, -0.64], [-2.47, 2.06, -2.05], [1.55, 0.09, 1.38], [1.85, 0.24, 2.94], [1.26, 0.51, 2.24], [-2.01, -1.29, -4.82], [-1.44, -1.82, -3.52], [-1.32, -1.88, -4.47], [-2.13, 2.06, 3.61], [-1.15, 2.09, 4.83], [-1.79, 2.61, 4.33], [-0.50, 0.97, 2.53], [-0.50, -0.41, 2.42], [-1.09, 0.23, 2.83], [0.55, -2.30, 0.47], [1.06, -3.51, -0.33], [0.56, -3.28, 0.47], [1.74, -3.75, 2.84], [0.52, -4.05, 2.16], [0.79, -3.71, 3.04], [2.85, 0.75, -3.64], [2.06, 0.89, -2.32], [2.61, 1.39, -2.95], [-2.98, 0.35, -3.09], [-1.66, 0.89, -3.40], [-2.45, 0.55, -3.87], [0.82, -2.15, 4.68], [0.38, -0.88, 4.00], [0.17, -1.44, 4.78], [3.20, 0.03, 0.47], [3.14, -1.50, 0.96], [3.34, -0.60, 1.19]], "e_above_lowest_kj_mol": 448.3, "gap_ev": 8.45, "charge": -1, "lumo_energy_ha": 0.091}

| no. | DFT total energy (Eh) |
| --- | --- |
| 1 | -723.6603 |
| 2 | -1082.7016 |
| 3 | -421.6961 |
| 4 | -756.4095 |
| 5 | -2462.8781 |
| 6 | -1166.1498 |